1.
C7H10 | ωB97M-V with the def2-TZVPD basis set

```
17
Properties=species:S:1:pos:R:3:forces:R:3
C 1.91390 0.99744 -0.62388 0.68 0.10 0.09
C 1.87586 0.69245 0.67628 0.81 1.63 0.63
C -1.97855 -0.69616 0.51206 -0.69 2.36 -1.83
C -1.24758 0.32879 0.04370 1.76 -2.72 1.26
C 1.31424 -0.26727 -0.13084 -2.77 0.23 -1.99
C -1.48089 1.55580 -0.72242 -2.61 -1.49 1.35
C 1.52295 -1.71440 -0.43980 -2.05 -0.65 -0.81
H 2.23654 1.66544 -1.48291 -0.67 -1.02 1.54
H 2.01116 0.96721 1.73194 0.18 -0.04 -0.77
H -3.04720 -0.66355 0.18990 0.37 -0.28 0.61
H -1.65979 -1.54333 1.08101 0.41 -0.27 0.13
H -2.40256 1.34139 -1.29317 0.58 0.43 -0.69
H -1.77453 2.35514 -0.06861 0.06 0.56 0.53
H -0.61970 1.83464 -1.22330 1.48 0.64 -1.61
H 2.18905 -1.97998 0.36039 0.43 -1.19 0.07
H 1.93911 -1.88237 -1.47364 -0.14 0.28 1.19
H 0.51244 -2.34314 -0.42368 2.16 1.42 0.30
```
Positions in Å, forces in eV/Å.

Output
* ΔE to the lowest compared entry with this formula, charge and spin: 174.5 kcal/mol
* electronic energy: -7413.4690 eV
* maximum force: 3.48 eV/A
* multiplicity: 1
* HOMO (spin up / spin down): -6.2 / -7.0 eV
* frontier orbital gap (spin up / spin down): 7.11 / 7.96 eV

2.
C7H3N | ωB97M-V with the def2-TZVPD basis set

```
11
Properties=species:S:1:pos:R:3:forces:R:3
C 4.29612 0.19085 0.03693 -1.88 -2.27 2.05
C 3.04089 0.01393 -0.08097 1.26 -0.18 0.22
C 1.53794 -0.18835 -0.18833 3.49 0.65 0.06
C 0.32292 -0.27842 -0.23111 -0.87 2.54 1.24
C -1.03998 0.40072 -0.01365 2.05 -1.74 -2.24
C -2.13891 -0.32827 -0.01936 0.24 1.57 0.69
C -3.48530 -0.02706 0.02320 -7.32 2.99 -0.44
H 5.41856 -0.08715 0.63681 -4.05 1.34 -2.52
H -1.12667 1.43438 -0.28778 0.46 0.54 0.44
H -2.15587 -1.31156 0.12613 1.19 -4.37 0.29
N -4.66971 0.18093 -0.00188 5.43 -1.07 0.21
```
Positions in Å, forces in eV/Å.

Output
* ΔE to the lowest compared entry with this formula, charge and spin: 50.6 kcal/mol
* electronic energy: -8790.2574 eV
* maximum force: 7.92 eV/A
* multiplicity: 1
* HOMO: -9.7 eV
* frontier orbital gap: 8.86 eV

3.
C4H7N3S | ωB97M-V with the def2-TZVPD basis set

```
15
Properties=species:S:1:pos:R:3:forces:R:3
C -0.45484 -0.50022 0.10772 0.90 0.04 -0.39
C 0.73292 -1.39594 0.45707 -1.26 0.54 0.47
C 2.22124 0.70194 -0.15947 -0.29 0.57 0.57
C 1.07838 1.35537 0.10268 1.12 1.76 -0.51
H -3.48976 -0.63281 -0.36948 0.43 0.46 -0.26
H -2.49392 0.26578 -1.30872 0.54 0.68 -2.33
H 0.49499 -2.45946 0.35066 -0.07 0.41 -0.10
H 0.87738 -1.15900 1.50273 0.56 -0.27 0.49
H 3.19362 1.18754 -0.09168 -0.38 -0.07 -0.03
H 1.09089 2.43639 0.27094 0.19 -0.38 0.13
H -1.03053 1.41624 0.05091 0.57 0.16 0.11
N -2.62086 -0.09877 -0.42390 -1.09 -0.82 3.11
N -1.61382 -0.97982 0.00068 -0.42 -1.02 -0.64
N -0.18145 0.85816 -0.01717 -1.16 -1.38 -0.11
S 2.19577 -0.99540 -0.47297 0.39 -0.68 -0.52
```
Positions in Å, forces in eV/Å.

Output
* ΔE to the lowest compared entry with this formula, charge and spin: 48.4 kcal/mol
* electronic energy: -19565.6806 eV
* maximum force: 3.40 eV/A
* multiplicity: 1
* HOMO: -7.6 eV
* frontier orbital gap: 8.54 eV

4.
C24H45O3SSiZr | ωB97M-V with the def2-TZVPD basis set

```
75
Properties=species:S:1:pos:R:3:forces:R:3
Zr 0.83343 1.17678 0.40615 -1.78 -1.26 -0.88
C -3.86087 2.73228 -1.83985 -0.01 0.02 -0.03
C -2.71121 2.88356 -0.89273 0.01 -0.03 -0.03
C -2.79143 2.32771 0.39187 -0.11 0.06 -0.02
C -4.02285 1.59477 0.83962 -0.01 0.08 0.01
C -1.72394 2.48469 1.28453 0.31 -0.25 0.09
C -1.84597 1.98047 2.69522 -0.10 0.07 -0.03
C -0.52058 3.13077 0.86317 -0.33 -0.12 0.02
C 0.37226 3.75172 1.93808 0.32 -0.35 -0.16
C -0.44423 3.65099 -0.46794 0.64 -0.46 -0.18
C 0.86027 4.26618 -0.93744 -0.15 0.08 -0.06
C -1.55381 3.59369 -1.30918 0.08 -0.17 -0.10
C -1.54086 4.31749 -2.62537 0.02 0.00 0.03
H -4.64724 3.45196 -1.58879 -0.01 -0.01 -0.01
H -4.30392 1.74029 -1.77439 0.01 0.00 0.01
H -3.57556 2.90730 -2.87196 0.01 -0.01 0.00
H -3.87850 0.51375 0.73327 -0.01 0.00 0.02
H -4.89894 1.86840 0.26094 0.01 0.00 0.00
H -4.25225 1.79501 1.88424 0.01 -0.02 0.00
H -2.53942 2.61357 3.25794 0.02 0.01 0.02
H -0.90189 1.98861 3.23923 -0.01 -0.01 0.01
H -2.26106 0.97275 2.71927 0.01 0.00 0.01
H 1.10405 3.06449 2.42158 0.01 0.03 0.04
H -0.26043 4.12384 2.74249 0.10 -0.12 0.13
H 0.93234 4.59300 1.54255 0.11 -0.05 0.03
H 0.85867 5.35449 -0.82570 0.06 0.00 0.04
H 1.03974 4.06120 -1.99143 0.03 -0.01 0.00
H 1.72750 3.90484 -0.36613 0.02 0.03 0.00
H -1.32672 3.64234 -3.45862 -0.02 0.01 -0.01
H -0.80612 5.11791 -2.64039 0.02 -0.01 -0.01
H -2.51079 4.77192 -2.81843 0.00 -0.01 -0.01
C 4.16325 -1.32530 -1.18019 0.00 0.06 0.08
C 2.85980 -0.66879 -1.58471 0.08 0.39 -0.11
C 2.37008 -1.13361 -2.93970 -0.13 0.03 0.04
C 2.92416 0.86208 -1.48951 -0.03 -0.24 0.07
O 1.84024 -0.92539 -0.55426 0.05 0.49 0.32
Si 0.74305 -2.07124 -0.07690 -0.56 0.84 0.42
S -0.85530 -0.37258 -0.03340 0.89 0.96 0.42
O 0.98572 -2.36700 1.46424 -0.16 -0.38 -0.09
C 1.37545 -1.74172 2.70503 0.04 0.09 -0.01
C 2.49786 -0.76047 2.43245 0.18 -0.26 0.15
C 0.17729 -1.03985 3.31630 0.03 -0.10 0.02
C 1.88912 -2.84891 3.61729 0.07 -0.05 -0.07
O 0.28827 -3.17435 -1.06549 0.30 0.06 -0.17
C -0.80243 -4.20990 -1.23500 -0.11 -0.20 0.00
C -1.72036 -3.66272 -2.30590 0.05 0.06 0.00
C -1.50129 -4.36511 0.10047 0.11 0.09 0.02
C -0.09674 -5.47502 -1.66747 0.06 0.04 0.01
H 4.91152 -1.18245 -1.95956 0.00 0.01 0.01
H 4.01971 -2.39883 -1.05304 0.00 0.00 -0.04
H 4.55478 -0.90725 -0.25146 0.02 -0.03 0.01
H 3.09276 -0.85039 -3.70503 0.00 -0.01 0.00
H 1.40560 -0.68685 -3.19003 0.00 -0.01 -0.02
H 2.26716 -2.21817 -2.95971 0.01 -0.01 0.01
H 3.63746 1.31237 -2.18070 -0.09 0.15 0.03
H 3.25179 1.16409 -0.47207 0.08 0.04 0.00
H 1.92463 1.29282 -1.75425 0.04 0.05 -0.16
H 2.12896 0.14762 1.86081 0.02 0.19 0.14
H 3.28449 -1.19770 1.82094 0.01 0.07 -0.05
H 2.92873 -0.37668 3.35626 -0.08 0.17 -0.03
H -0.14409 -0.18781 2.69764 -0.01 0.01 0.03
H 0.42413 -0.66940 4.31068 0.00 0.03 0.00
H -0.67022 -1.71950 3.39966 -0.02 0.02 -0.01
H 2.80280 -3.28773 3.21708 -0.01 -0.02 0.01
H 1.13660 -3.63205 3.69254 -0.02 0.03 0.02
H 2.09253 -2.46070 4.61443 0.01 0.00 0.00
H -2.17877 -2.72332 -1.98931 -0.02 -0.01 0.00
H -2.51836 -4.38131 -2.49174 0.00 0.01 0.00
H -1.18289 -3.50496 -3.24024 0.00 0.00 0.00
H -1.96211 -3.42258 0.41322 -0.03 -0.02 0.00
H -0.80641 -4.70191 0.87073 -0.02 -0.02 0.00
H -2.29354 -5.10746 0.01124 0.00 0.01 0.00
H 0.44689 -5.31996 -2.59864 -0.01 0.00 0.00
H -0.83807 -6.25649 -1.83404 0.00 0.00 0.00
H 0.59609 -5.82029 -0.90043 -0.01 -0.01 0.00
```
Positions in Å, forces in eV/Å.

Output
* charge: +3
* ΔE to the lowest compared entry with this formula, charge and spin: 57.8 kcal/mol
* electronic energy: -51731.2780 eV
* maximum force: 2.35 eV/A
* multiplicity: 1
* HOMO: -18.0 eV
* frontier orbital gap: 6.35 eV